DFT (ωB97M-V with the def2-TZVPD basis set) results for a structure of composition C4H8O3Pm.

```
16
Properties=species:S:1:pos:R:3
H -2.1563 -0.1533 1.9821
C -1.4344 1.5037 0.8600
H -1.1423 2.2027 1.6739
H -1.5851 2.1924 -0.0019
C -2.3648 0.4822 1.1126
H -2.7601 -0.0273 0.2305
H -2.8642 1.5949 1.2977
O 0.6631 0.9128 0.4367
C 1.2512 -0.0969 -0.1709
O 1.7733 -0.9564 0.5389
Pm 2.6847 -1.6925 2.7192
O 1.1357 -0.1182 -1.4358
C 1.6211 -1.2725 -2.1745
H 2.6942 -1.3809 -1.9905
H 1.0607 -2.1578 -1.8586
H 1.4231 -1.0329 -3.2195
```

Charge ... +4
E_tot ... -26916.9179 eV
Multiplicity ... 6
E_HOMO (alpha / beta) ... -26.94 / -26.91 eV
Gap between HOMO and LUMO (alpha / beta) ... 4.431 / 6.140 eV

Atomic charges from the Löwdin analysis, expressed in e, are listed below:
1 H 0.128
2 C 0.079
3 H 0.147
4 H 0.159
5 C 0.060
6 H 0.139
7 H 0.258
8 O 0.242
9 C -0.599
10 O -0.096
11 Pm 2.708
12 O 0.204
13 C 0.127
14 H 0.145
15 H 0.148
16 H 0.151

---

DFT (ωB97M-V with the def2-TZVPD basis set) results for a structure of composition C20H18CoN6O6S3.

```
54
Properties=species:S:1:pos:R:3
Co -0.2647 -2.1803 -0.2362
N 1.1751 -3.1996 -1.6374
N 2.3499 -3.5885 -0.9804
C 2.5064 -3.3578 0.3391
N 3.7078 -3.5780 0.8580
S 1.2397 -2.8488 1.3516
H 0.8288 -3.9847 -2.1803
H 1.3798 -2.4142 -2.2603
H 3.1765 -3.6871 -1.5536
H 4.5143 -3.7194 0.2685
H 3.8828 -3.1750 1.7684
C -4.7634 -3.0092 -1.1549
C -4.2667 -3.3416 0.0955
C -2.8989 -3.3818 0.2784
N -2.0301 -3.1240 -0.7096
C -2.5200 -2.8190 -1.9210
C -3.8720 -2.7548 -2.1869
H -5.8298 -2.9444 -1.3235
H -4.9255 -3.5592 0.9236
H -2.4712 -3.6304 1.2409
H -1.7943 -2.6212 -2.7015
H -4.2132 -2.5080 -3.1818
O 3.9762 -1.2098 1.7476
S 4.3162 -0.3090 0.6877
O 5.6788 -0.1741 0.2895
N 3.4361 -0.7561 -0.6934
C 2.6593 0.2062 -1.0522
S 1.7894 0.0790 -2.5397
C 2.6293 1.4035 -0.1779
C 1.8503 2.5394 -0.2813
C 1.9514 3.4953 0.7233
C 2.8221 3.3193 1.7927
C 3.6224 2.1831 1.8890
C 3.5014 1.2462 0.8879
H 1.1841 2.6749 -1.1214
H 1.3424 4.3880 0.6699
H 2.8884 4.0768 2.5617
H 4.3124 2.0442 2.7098
O -1.3127 -0.7629 1.0569
C -1.1685 0.0712 0.1432
O -0.5779 -0.2920 -0.9447
C -1.6556 1.4681 0.2819
C -1.9789 1.9502 1.5450
C -2.3882 3.2643 1.6967
C -2.4788 4.0601 0.5697
C -2.1901 3.5946 -0.7010
C -1.7697 2.2841 -0.8395
N -2.8936 5.4719 0.7283
O -2.9815 6.1401 -0.2793
O -3.1190 5.8617 1.8526
H -1.8943 1.2936 2.3996
H -2.6366 3.6775 2.6630
H -2.2927 4.2575 -1.5476
H -1.5334 1.8799 -1.8148
```

Charge ... +1
E_tot ... -112382.3663 eV
Multiplicity ... 5
E_HOMO (alpha / beta) ... -12.31 / -12.51 eV
Gap between HOMO and LUMO (alpha / beta) ... 8.901 / 6.607 eV

Atomic charges from the Löwdin analysis, expressed in e, are listed below:
1 Co 0.519
2 N 0.011
3 N -0.049
4 C -0.808
5 N 0.127
6 S 0.789
7 H 0.122
8 H 0.028
9 H 0.160
10 H 0.133
11 H 0.090
12 C -0.028
13 C -0.026
14 C -0.100
15 N -0.029
16 C -0.116
17 C -0.033
18 H 0.121
19 H 0.119
20 H 0.125
21 H 0.115
22 H 0.117
23 O -0.309
24 S 0.678
25 O -0.242
26 N -0.042
27 C -0.727
28 S 0.906
29 C -0.224
30 C -0.010
31 C -0.033
32 C -0.032
33 C -0.007
34 C -0.212
35 H 0.108
36 H 0.117
37 H 0.119
38 H 0.131
39 O -0.016
40 C -0.566
41 O -0.156
42 C -0.132
43 C 0.018
44 C 0.025
45 C -0.130
46 C 0.018
47 C -0.007
48 N -0.350
49 O 0.092
50 O 0.095
51 H 0.127
52 H 0.126
53 H 0.125
54 H 0.122

---

DFT (ωB97M-V with the def2-TZVPD basis set) results for the molecule C11H15ClSi.

```
28
Properties=species:S:1:pos:R:3
C 3.5205 -1.1365 -0.2938
C 2.9821 -0.0643 -1.0370
C 2.8287 -1.5075 0.8675
C 1.7650 0.4793 -0.7920
C 1.5681 -0.9645 1.1034
C 1.0291 0.0572 0.2510
C -0.4741 1.9777 0.5673
C -0.6872 1.2350 1.7584
C -0.3346 0.4814 0.4744
C -1.4973 -0.1818 -1.9688
C -3.4962 -0.3006 0.2103
Si -1.7134 -0.6038 -0.1816
Cl -1.2079 -2.6554 0.2019
H 4.4189 -1.6269 -0.6453
H 3.5531 0.0882 -2.0088
H 3.1530 -2.1875 1.6291
H 1.2894 1.2718 -1.5002
H 1.0125 -1.0944 2.0142
H -1.2623 2.5375 0.2559
H 0.4868 2.4799 0.5996
H 0.1531 1.3130 2.5685
H -1.6178 1.2310 2.1903
H -1.2938 0.8812 -1.9577
H -0.4137 -0.3957 -2.1307
H -2.0605 -0.3759 -2.8157
H -3.8626 -0.4191 -0.8198
H -4.0178 -1.1192 0.8380
H -3.8212 0.5997 0.6216
```

E_tot ... -32046.2581 eV
Multiplicity ... 3
E_HOMO (alpha / beta) ... -4.75 / -9.24 eV
Gap between HOMO and LUMO (alpha / beta) ... 5.519 / 6.852 eV

Atomic charges from the Löwdin analysis, expressed in e, are listed below:
1 C -0.084
2 C -0.101
3 C -0.074
4 C -0.091
5 C -0.050
6 C -0.288
7 C -0.136
8 C -0.133
9 C -0.433
10 C -0.179
11 C -0.184
12 Si 0.264
13 Cl 0.287
14 H 0.098
15 H 0.125
16 H 0.096
17 H 0.160
18 H 0.103
19 H 0.082
20 H 0.125
21 H 0.153
22 H 0.069
23 H 0.033
24 H 0.044
25 H 0.010
26 H 0.031
27 H 0.069
28 H 0.002

---

DFT (ωB97M-V with the def2-TZVPD basis set) results for a cluster of 2 separate species, C5H14 in total.

```
19
Properties=species:S:1:pos:R:3
C 0.5024 1.8304 -1.1707
C 1.3780 0.7732 -0.3358
C 1.5883 1.3537 1.0762
H 0.5221 2.8560 -0.5808
H 1.0745 2.0042 -2.1973
H -0.5109 1.2963 -1.2784
H 2.3138 0.7778 -1.0507
H 0.8754 -0.1642 -0.0513
H 1.3893 0.6547 1.9241
H 0.9303 2.2275 1.2912
H 2.5355 1.8015 1.1947
C -1.4736 -2.6732 0.2209
C -1.8671 -1.2422 0.1191
H -1.7039 -3.2691 -0.7082
H -0.3537 -2.7614 0.5770
H -1.6956 -3.1989 1.1206
H -1.2308 -0.4976 0.5360
H -2.0619 -0.7975 -0.8046
H -2.8524 -1.1808 0.5697
```

E_tot ... -5409.8114 eV
E_HOMO ... -10.70 eV
SMILES ... CCC.CC
Gap between HOMO and LUMO ... 11.798 eV

Atomic charges from the Löwdin analysis, expressed in e, are listed below:
1 C -0.137
2 C -0.303
3 C -0.158
4 H 0.086
5 H 0.085
6 H 0.063
7 H 0.121
8 H 0.064
9 H 0.075
10 H 0.063
11 H 0.041
12 C -0.176
13 C -0.189
14 H 0.086
15 H 0.094
16 H 0.038
17 H 0.038
18 H 0.041
19 H 0.069

---

DFT (ωB97M-V with the def2-TZVPD basis set) results for a structure of composition C4H4O5Yb.

```
14
Properties=species:S:1:pos:R:3
O 1.1182 -0.0446 0.5293
C 1.9847 0.6591 -0.3286
O 3.0853 0.2232 -0.5872
O 1.3961 1.7208 -0.7146
C 0.8018 -1.4216 0.2474
H 1.1368 -1.6522 -0.7740
H 1.3234 -2.0774 0.9575
C -0.7228 -1.5327 0.3602
H -0.9877 -1.5402 1.4375
H -1.0042 -2.5268 -0.0373
O -3.4985 4.0092 -0.3245
O -1.3656 -0.5007 -0.3138
C -2.6603 3.2698 -0.2368
Yb -0.6070 1.4141 -0.2151
```

E_tot ... -45980.3229 eV
E_HOMO ... -7.54 eV
Gap between HOMO and LUMO ... 6.736 eV

Atomic charges from the Löwdin analysis, expressed in e, are listed below:
1 O -0.151
2 C -0.746
3 O 0.101
4 O -0.152
5 C -0.158
6 H 0.134
7 H 0.128
8 C -0.363
9 H 0.106
10 H 0.112
11 O 0.113
12 O -0.418
13 C 0.000
14 Yb 1.293